# 1
DFT (wB97M-V/def2-TZVPD) results for F6Sr4 as an isolated structure in a non-equilibrium geometry.

Geometry as XYZ:
```
10
Properties=species:S:1:pos:R:3:forces:R:3
Sr 1.674 -1.386 2.625 -2.324 -0.074 -1.041
Sr -3.725 1.650 1.084 1.361 -1.023 -0.084
Sr 3.130 2.480 -0.762 -1.339 -1.092 0.469
Sr -0.993 -1.848 -2.951 0.996 0.914 1.353
F 3.043 -1.127 -2.667 -0.669 1.034 0.534
F -3.180 1.333 -3.164 0.481 -1.000 1.020
F 1.663 2.727 2.795 0.662 -0.913 -1.326
F -1.917 -0.871 3.247 0.361 0.814 -0.897
F 0.344 -3.583 0.135 0.104 1.293 0.093
F -0.040 0.624 -0.342 0.367 0.047 -0.121
```
Forces are in eV/Å.

Summary:
DFT total energy	-721.17089	a.u.
frontier orbital gap	5.347	eV
max |F|	2.5	eV/A
highest occupied orbital energy	-13.30	eV
total charge	+2
lowest unoccupied orbital energy	-7.95	eV

Atom charges from the natural (NBO) analysis, given in e for atoms 1 to 6: atom 1 (Sr): 1.954, atom 2 (Sr): 1.957, atom 3 (Sr): 1.926, atom 4 (Sr): 1.960, atom 5 (F): -0.960, atom 6 (F): -0.966

***

# 2
DFT (wB97M-V/def2-TZVPD) results for C42H37N9OSSn as an isolated structure in a non-equilibrium geometry.

Geometry as XYZ:
```
91
Properties=species:S:1:pos:R:3:forces:R:3
Sn 0.731 1.507 0.495 -0.203 0.213 -0.811
N 0.124 4.965 3.432 0.222 0.650 0.574
C 0.620 3.999 2.621 0.634 0.097 -0.795
S -0.079 2.415 2.803 0.233 0.272 0.298
N 1.582 4.411 1.785 -1.054 -1.017 0.501
N 2.015 3.460 0.896 2.505 2.489 -0.449
C 3.136 3.867 0.238 -3.650 -1.030 2.148
C 3.693 5.194 0.455 0.792 1.045 0.115
C 4.971 5.366 1.010 -0.571 0.398 -0.146
C 5.460 6.656 1.241 -0.305 -0.009 -0.298
C 4.699 7.772 0.886 -0.153 -0.245 -0.015
C 3.423 7.599 0.318 0.481 0.053 0.170
C 2.931 6.322 0.104 0.179 -0.253 0.244
C 3.700 2.917 -0.653 1.379 -2.096 -2.171
C 4.937 3.149 -1.342 -0.843 0.130 0.629
C 5.455 2.157 -2.154 -0.359 -0.464 -0.057
C 4.755 0.947 -2.310 0.116 0.221 0.218
C 3.548 0.792 -1.636 -0.124 0.724 0.477
N 3.020 1.745 -0.836 1.448 0.547 -0.846
H -0.472 4.681 4.203 0.324 0.144 -0.397
H 0.650 5.847 3.515 -0.455 -0.849 -0.151
H 5.566 4.499 1.278 -0.071 0.067 0.015
H 6.443 6.779 1.683 -0.081 0.050 -0.027
H 5.104 8.771 1.062 -0.212 -0.286 -0.073
H 2.806 8.457 0.055 0.220 -0.144 0.056
H 1.927 6.168 -0.283 0.171 0.054 -0.025
H 5.453 4.109 -1.217 -0.243 -0.510 -0.075
H 6.399 2.316 -2.669 -0.146 -0.031 0.057
H 5.140 0.128 -2.922 -0.097 0.358 0.148
H 2.976 -0.141 -1.727 0.085 0.443 0.081
C -2.064 -12.586 -0.247 -0.730 0.527 0.087
O -3.028 -11.482 -0.174 1.140 -0.954 -0.192
C -2.556 -10.215 -0.259 -0.089 0.653 0.070
C -1.199 -9.846 -0.322 -0.422 -0.272 -0.115
C -0.871 -8.499 -0.381 -0.764 0.565 -0.026
C -1.873 -7.504 -0.392 -0.419 -1.744 0.149
C -3.232 -7.885 -0.342 0.771 0.126 -0.086
C -3.563 -9.216 -0.262 0.172 -0.723 -0.067
C -1.482 -6.141 -0.332 2.223 2.710 -0.086
N -0.176 -5.724 -0.243 -2.571 -0.706 -0.001
C -0.255 -4.374 -0.085 -1.991 -0.291 -0.320
C -1.583 -3.914 -0.120 0.907 -2.369 -0.214
N -2.355 -5.062 -0.296 0.278 -0.493 -0.030
C -1.965 -2.594 0.064 -0.151 2.023 0.044
C -3.265 -2.087 -0.133 0.195 0.903 0.431
C -3.503 -0.731 0.122 0.163 -0.902 -0.272
C -2.435 0.072 0.518 1.247 -0.199 0.427
N -1.166 -0.373 0.675 -1.841 -0.280 -0.127
C -0.919 -1.678 0.441 -1.344 0.153 -0.161
C 0.440 -2.133 0.540 1.409 -0.708 0.124
N 1.357 -1.245 0.989 1.063 -1.535 0.079
C 2.651 -1.632 0.984 -1.319 0.485 -0.015
C 3.089 -2.867 0.517 -0.127 -0.548 -0.220
C 2.145 -3.821 0.137 0.635 0.409 0.142
C 0.795 -3.480 0.173 0.533 1.752 0.447
H -2.678 -13.485 -0.245 0.025 0.127 -0.007
H -1.411 -12.613 0.634 -0.099 0.225 -0.181
H -1.470 -12.571 -1.172 -0.192 0.250 0.239
H -0.404 -10.594 -0.343 -0.321 0.216 0.075
H 0.155 -8.154 -0.405 -0.029 -0.185 0.002
H -4.013 -7.126 -0.369 0.092 -0.286 0.087
H -4.602 -9.542 -0.205 0.292 0.077 -0.039
H -3.380 -5.133 -0.384 1.187 0.207 0.175
H -4.071 -2.734 -0.477 0.146 0.106 0.117
H -4.496 -0.302 0.008 0.216 -0.076 -0.001
H -2.567 1.126 0.758 -0.084 -0.193 -0.167
H 3.364 -0.907 1.370 -0.113 0.018 -0.084
H 4.163 -3.061 0.471 -0.396 -0.093 0.078
H 2.435 -4.817 -0.187 -0.038 0.137 0.082
C -3.961 5.337 1.714 0.468 -0.777 -0.417
N -3.495 4.504 0.583 -0.963 0.320 0.415
C -4.298 3.289 0.463 0.350 0.232 -0.084
C -2.071 4.207 0.637 -0.151 0.449 0.653
C -1.531 3.850 -0.709 -0.583 0.609 -1.543
C -2.112 4.558 -1.810 0.368 -0.630 0.947
C -1.734 4.279 -3.109 0.168 -0.120 -0.081
C -0.758 3.314 -3.328 0.693 -0.578 0.378
C -0.161 2.645 -2.238 -0.340 0.582 -1.107
C -0.531 2.900 -0.929 0.114 -0.211 1.122
H -5.019 5.574 1.591 0.028 -0.135 0.020
H -3.413 6.277 1.743 0.113 -0.008 -0.091
H -3.803 4.822 2.680 -0.158 0.119 -0.050
H -5.349 3.541 0.338 -0.063 0.053 -0.003
H -4.199 2.642 1.346 -0.033 -0.053 0.199
H -3.983 2.697 -0.407 0.019 0.257 0.067
H -1.854 3.437 1.392 -0.005 0.068 -0.219
H -1.579 5.127 0.982 0.045 -0.138 0.031
H -2.893 5.287 -1.600 0.192 -0.161 -0.051
H -2.203 4.807 -3.938 0.138 -0.108 0.096
H -0.409 3.063 -4.327 -0.188 0.127 0.031
H 0.629 1.921 -2.433 -0.086 -0.031 -0.147
```
Forces are in eV/Å.

Summary:
DFT total energy	-2803.20378	a.u.
frontier orbital gap	5.489	eV
max |F|	4.4	eV/A
highest occupied orbital energy	-5.80	eV
total charge	0
lowest unoccupied orbital energy	-0.31	eV

Atom charges from the Mulliken analysis, given in e for atoms 1 to 6: atom 1 (Sn): 0.709, atom 2 (N): -0.353, atom 3 (C): 0.496, atom 4 (S): -0.679, atom 5 (N): -1.196, atom 6 (N): 1.020

***

# 3
DFT (wB97M-V/def2-TZVPD) results for one molecule with the formula C5H8N2.

Geometry as XYZ:
```
15
Properties=species:S:1:pos:R:3:forces:R:3
C -2.479 -0.353 -0.289 -0.013 -0.076 -0.042
C -1.123 -0.219 -0.384 -0.020 0.067 0.019
C -0.585 1.109 -0.658 0.243 0.112 0.107
N 0.631 1.198 -0.244 -0.255 -0.029 -0.107
C 1.028 -0.082 0.464 -0.009 0.198 0.077
N 2.429 -0.345 0.343 -0.009 -0.136 0.067
C 0.024 -1.018 -0.113 -0.124 0.062 0.363
H -3.145 0.456 -0.570 0.097 -0.133 -0.075
H -2.913 -1.259 0.121 -0.018 0.123 -0.165
H 0.816 0.210 1.520 0.064 -0.122 -0.096
H -1.110 1.954 -1.102 0.065 -0.182 0.068
H 1.251 1.993 -0.315 -0.138 -0.026 0.005
H 2.890 -0.263 1.242 0.055 -0.143 -0.189
H 2.571 -1.271 -0.043 0.086 0.134 -0.090
H -0.066 -2.015 0.307 -0.022 0.150 0.058
```
Forces are in eV/Å.

Summary:
DFT total energy	-304.71755	a.u.
frontier orbital gap (spin up / spin down)	6.218 / 6.220	eV
max |F|	0.4	eV/A
highest occupied orbital energy (spin up / spin down)	-6.04 / -6.05	eV
total charge	0
lowest unoccupied orbital energy (spin up / spin down)	0.17 / 0.17	eV

Atom charges from the natural (NBO) analysis, given in e for atoms 1 to 6: atom 1 (C): -0.530, atom 2 (C): -0.106, atom 3 (C): 0.255, atom 4 (N): -0.450, atom 5 (C): 0.092, atom 6 (N): -0.842

***

# 4
DFT (wB97M-V/def2-TZVPD) results for a 6-piece molecular cluster, C2H16NO4 overall in a non-equilibrium geometry.

Geometry as XYZ:
```
23
Properties=species:S:1:pos:R:3:forces:R:3
C 0.701 -0.890 1.402 -0.880 -3.684 1.932
C -0.352 0.054 0.575 -1.850 0.711 2.493
N -1.253 -0.691 -0.369 1.256 3.469 1.161
H 1.488 -0.866 2.235 -1.213 0.435 -1.184
H 1.400 -1.045 0.629 1.619 0.262 -2.787
H 0.173 -1.863 1.673 0.175 1.315 -0.262
H 0.353 0.933 0.419 -0.774 -1.092 -2.242
H -0.954 0.639 1.417 0.078 -2.274 -1.370
H -1.215 -0.076 -1.168 0.089 -0.629 -1.188
H -2.289 -0.820 -0.174 1.767 0.013 0.658
H 0.837 0.777 2.320 -0.443 0.740 1.557
H 2.873 -0.416 -1.765 -2.166 1.250 1.206
H 2.195 1.441 -0.578 -0.036 0.786 0.798
O 2.032 -0.010 -1.288 1.805 -1.971 -0.750
H 0.321 0.450 2.778 0.609 1.325 0.457
H 1.923 2.976 -0.732 -0.012 -1.090 1.499
O 1.943 2.253 -0.029 0.051 0.434 -2.099
H -3.869 0.586 2.492 -0.516 0.949 -0.892
H -4.673 1.468 1.376 1.410 -0.604 1.101
O -3.785 1.280 1.796 -0.801 -0.461 -0.244
H 1.018 -1.565 -1.944 -0.409 0.290 -0.579
H 0.893 -3.049 -2.008 -0.764 0.817 -1.152
O 0.586 -2.238 -2.510 1.007 -0.990 1.887
```
Forces are in eV/Å.

Summary:
DFT total energy	-440.80884	a.u.
frontier orbital gap	4.439	eV
max |F|	4.3	eV/A
highest occupied orbital energy	-14.64	eV
total charge	+1
lowest unoccupied orbital energy	-10.20	eV

Atom charges from the natural (NBO) analysis, given in e for atoms 1 to 6: atom 1 (C): -0.553, atom 2 (C): -0.297, atom 3 (N): -0.570, atom 4 (H): 0.316, atom 5 (H): 0.291, atom 6 (H): 0.269